No. 1
An isolated molecule of C5H8N2. Source: OMol25; level of theory: the ωB97M-V functional and the def2-TZVPD basis.

Element x y z (Å)
1 C -0.210 2.656 -1.094
2 N 0.272 1.344 -0.713
3 C -0.051 0.914 0.449
4 N 0.236 -0.297 1.006
5 C 0.278 -1.510 0.365
6 C -0.160 -2.769 1.028
7 C 1.015 -1.201 -0.672
8 H -0.810 2.574 -2.008
9 H -0.829 3.143 -0.324
10 H 0.639 3.312 -1.320
11 H -0.584 1.556 1.165
12 H 0.258 -2.802 2.039
13 H -1.251 -2.773 1.114
14 H 0.166 -3.644 0.462
15 H 1.030 -0.503 -1.498

The HOMO-LUMO gap (spin up / spin down) is 8.1 / 8.1 eV. The total charge is 0. The energy above the lowest of the compared OMol25 structures with the same formula, charge and spin is 472.09 kJ/mol.



No. 2
A cluster of 2 separate species, C5H8N2 in total. Source: OMol25; level of theory: the ωB97M-V functional and the def2-TZVPD basis.

Element x y z (Å)
1 N 1.827 0.421 -0.485
2 C 1.092 -0.341 0.355
3 C 0.386 0.239 1.597
4 N 1.253 0.279 2.435
5 C -0.750 -0.831 -0.623
6 C -1.346 0.493 -0.986
7 C -1.793 -0.422 0.099
8 H 2.799 0.210 -0.664
9 H 1.553 1.377 -0.648
10 H 1.500 -1.337 0.508
11 H -0.370 -1.707 -1.128
12 H -0.790 1.405 -0.728
13 H -1.945 0.601 -1.894
14 H -2.665 -0.733 0.651
15 H -0.751 0.346 1.510

The HOMO-LUMO gap (spin up / spin down) is 8.1 / 8.1 eV. The total charge is 0. The energy above the lowest of the compared OMol25 structures with the same formula, charge and spin is 601.02 kJ/mol.



No. 3
A structure of composition C5H8N2. Source: OMol25; level of theory: the ωB97M-V functional and the def2-TZVPD basis.

Element x y z (Å)
1 C -0.570 1.348 -0.342
2 C -0.127 -0.098 -0.103
3 C -1.098 -0.904 0.729
4 N 0.361 -0.771 -1.275
5 C 1.461 -0.867 -0.380
6 C 1.689 0.345 0.454
7 N 2.416 1.013 1.104
8 H -0.811 1.850 0.598
9 H -1.480 1.312 -0.963
10 H 0.192 1.926 -0.865
11 H -2.072 -0.906 0.212
12 H -0.761 -1.937 0.821
13 H -1.236 -0.482 1.728
14 H 0.594 -0.090 -1.990
15 H 1.442 -1.738 0.273

The HOMO-LUMO gap is 9.1 eV. The total charge is 0. The energy above the lowest of the compared OMol25 structures with the same formula, charge and spin is 382.14 kJ/mol.



No. 4
A cluster of 2 separate species, C5H8N2 in total. Source: OMol25; level of theory: the ωB97M-V functional and the def2-TZVPD basis.

Element x y z (Å)
1 N -1.755 -0.860 0.494
2 C -0.715 -1.813 0.708
3 C 0.643 -1.591 0.300
4 N 0.059 -2.410 -0.459
5 C 0.230 1.618 0.229
6 C 0.244 1.552 -1.276
7 C 1.358 1.904 -0.334
8 H -2.632 -1.333 0.298
9 H -1.538 -0.266 -0.301
10 H -0.938 -2.496 1.526
11 H -0.379 1.475 1.108
12 H 0.250 0.579 -1.780
13 H -0.243 2.340 -1.858
14 H 2.393 2.199 -0.259
15 H 1.606 -1.095 0.374

The HOMO-LUMO gap is 10.2 eV. Its structure (SMILES) is N[C@@H]1C=N1.C1=CC1. The total charge is 0. The energy above the lowest of the compared OMol25 structures with the same formula, charge and spin is 482.08 kJ/mol.



No. 5
A structure of composition C5H8N2. Source: OMol25; level of theory: the ωB97M-V functional and the def2-TZVPD basis.

Element x y z (Å)
1 C 1.327 0.800 0.962
2 C -1.299 0.737 -1.668
3 N -0.931 0.313 -0.337
4 C 1.227 -0.442 1.536
5 C 0.432 -1.436 0.910
6 C -0.362 -0.986 -0.222
7 N 0.346 -1.717 -0.943
8 H -1.516 0.605 0.431
9 H 1.465 0.928 -0.102
10 H 1.705 1.638 1.537
11 H 1.579 -0.620 2.544
12 H 0.167 -2.347 1.432
13 H -2.352 1.012 -1.722
14 H -0.694 1.590 -1.985
15 H -1.091 -0.074 -2.372

The HOMO-LUMO gap is 8.4 eV. The total charge is 0. The energy above the lowest of the compared OMol25 structures with the same formula, charge and spin is 399.66 kJ/mol.



No. 6
An isolated molecule of C5H8N2. Source: OMol25; level of theory: the ωB97M-V functional and the def2-TZVPD basis.

Element x y z (Å)
1 C 0.840 0.298 -0.989
2 C 0.140 -0.936 -0.209
3 C 0.767 -0.212 1.054
4 C 0.536 1.065 0.155
5 C -1.667 0.412 0.059
6 H 1.877 0.001 -1.062
7 H 0.335 0.515 -1.974
8 H 0.535 -1.829 -0.670
9 H 0.277 -0.333 2.045
10 H 1.863 -0.508 1.149
11 H 1.140 1.921 0.290
12 H -2.724 0.548 0.105
13 H -1.802 -1.570 0.144
14 N -0.894 1.462 0.054
15 N -1.224 -0.835 -0.152

The HOMO-LUMO gap is 9.5 eV. Its structure (SMILES) is C1=N[C@H]2C[C@H](C2)N1. The total charge is 0. The energy above the lowest of the compared OMol25 structures with the same formula, charge and spin is 214.18 kJ/mol.



No. 7
A cluster of 2 separate species, C5H8N2 in total. Source: OMol25; level of theory: the ωB97M-V functional and the def2-TZVPD basis.

Element x y z (Å)
1 C 2.156 1.905 -0.761
2 N 1.312 0.153 -0.148
3 C 0.154 -0.231 -0.775
4 C -0.717 -0.632 0.196
5 C -2.119 -1.134 0.043
6 C 0.022 -0.449 1.407
7 N 1.231 0.022 1.198
8 H 2.247 0.378 -0.622
9 H 2.157 2.313 0.262
10 H 1.232 2.276 -1.232
11 H 0.061 -0.183 -1.852
12 H -2.225 -2.149 0.442
13 H -2.412 -1.156 -1.011
14 H -2.829 -0.493 0.575
15 H -0.307 -0.651 2.419

The HOMO-LUMO gap is 9.4 eV. The total charge is 0. The energy above the lowest of the compared OMol25 structures with the same formula, charge and spin is 478.77 kJ/mol.



No. 8
An isolated molecule of C5H8N2. Source: OMol25; level of theory: the ωB97M-V functional and the def2-TZVPD basis.

Element x y z (Å)
1 C -0.525 2.323 0.180
2 N -0.321 0.986 -0.317
3 C -1.260 0.150 -0.914
4 C -0.852 -1.080 -0.417
5 C 0.368 -0.950 0.274
6 C 1.585 -1.846 0.445
7 N 0.642 0.318 0.364
8 H -1.569 2.565 0.344
9 H -0.155 3.088 -0.487
10 H -0.035 2.377 1.136
11 H -2.043 0.457 -1.553
12 H -1.256 -2.067 -0.623
13 H 1.463 -2.838 -0.010
14 H 1.985 -1.928 1.469
15 H 2.377 -1.306 -0.076

The HOMO-LUMO gap is 10.0 eV. Its structure (SMILES) is Cc1ccn(C)n1. The total charge is 0. The energy above the lowest of the compared OMol25 structures with the same formula, charge and spin is 137.85 kJ/mol.



No. 9
A cluster of 2 separate species, C5H8N2 in total. Source: OMol25; level of theory: the ωB97M-V functional and the def2-TZVPD basis.

Element x y z (Å)
1 C -2.595 -0.549 0.377
2 N -1.175 -0.252 0.260
3 C -0.124 -1.049 0.756
4 C 1.094 -0.480 0.477
5 C 0.615 0.720 -0.230
6 C 1.344 1.709 -0.771
7 N -0.804 0.808 -0.335
8 H -2.712 -1.495 0.904
9 H -3.030 -0.617 -0.621
10 H -3.082 0.253 0.933
11 H -0.407 -1.963 1.268
12 H 3.466 -0.676 -0.329
13 H 4.111 -0.631 -0.711
14 H 2.427 1.671 -0.706
15 H 0.873 2.550 -1.273

The HOMO-LUMO gap is 6.8 eV. The total charge is 0. The energy above the lowest of the compared OMol25 structures with the same formula, charge and spin is 516.02 kJ/mol.



No. 10
A structure of composition C5H8N2. Source: OMol25; level of theory: the ωB97M-V functional and the def2-TZVPD basis.

Element x y z (Å)
1 C -2.721 0.137 0.008
2 C -1.162 0.151 0.014
3 C -0.538 1.286 -0.283
4 N 0.814 0.939 -0.295
5 C 0.584 -0.379 0.085
6 N 2.733 -0.931 0.155
7 C 1.403 -1.408 0.314
8 H -3.182 -0.492 -0.765
9 H -3.196 -0.139 0.957
10 H -3.099 1.165 -0.208
11 H -0.869 2.280 -0.534
12 H 1.611 1.551 -0.250
13 H 3.278 -0.661 0.953
14 H 3.218 -1.049 -0.716
15 H 1.127 -2.450 0.566

The HOMO-LUMO gap is 8.8 eV. The total charge is 0. The energy above the lowest of the compared OMol25 structures with the same formula, charge and spin is 420.28 kJ/mol.



| no. | E (eV) | largest force on an atom (eV/A) |
| --- | --- | --- |
| 1 | -8290.1034 | 0.39 |
| 2 | -8288.7672 | 0.77 |
| 3 | -8291.0357 | 4.57 |
| 4 | -8289.9999 | 0.47 |
| 5 | -8290.8541 | 2.85 |
| 6 | -8292.7766 | 5.28 |
| 7 | -8290.0343 | 0.28 |
| 8 | -8293.5676 | 4.06 |
| 9 | -8289.6482 | 0.44 |
| 10 | -8290.6404 | 3.36 |